Entry 1:
C56H98N14 | ωB97M-V/def2-TZVPD

Properties
- E_tot: -80516.3079 eV
- Energy above the lowest of the compared OMol25 structures with the same formula, charge and spin: 5.9632 eV
- 2S+1: 1
- Lowest unoccupied orbital energy: -0.33 eV

Each line ends with the Löwdin charge.
Geometry (Å):
C (-34.21, -32.70, 28.54)  -0.12
C (-35.12, -33.92, 28.38)  -0.24
C (-36.60, -33.53, 27.99)  -0.15
C (-36.84, -32.87, 26.69)  -0.23
N (-37.02, -32.35, 25.69)  0.14
H (-34.39, -32.12, 27.64)  0.03
H (-33.15, -32.95, 28.57)  0.05
H (-34.51, -32.05, 29.37)  0.06
H (-35.04, -34.57, 29.25)  0.08
H (-34.61, -34.48, 27.59)  0.10
H (-36.81, -32.70, 28.66)  0.11
H (-37.17, -34.45, 28.15)  0.12
C (-32.79, -26.83, 35.20)  -0.09
C (-32.18, -27.33, 33.82)  -0.24
C (-32.99, -28.48, 33.31)  -0.22
C (-32.94, -29.81, 33.84)  -0.21
N (-32.78, -30.89, 34.25)  0.16
H (-32.26, -25.98, 35.64)  0.06
H (-32.78, -27.64, 35.92)  0.07
H (-33.84, -26.59, 35.04)  0.06
H (-31.13, -27.57, 34.00)  0.08
H (-32.15, -26.54, 33.06)  0.08
H (-32.79, -28.62, 32.25)  0.10
H (-34.05, -28.21, 33.34)  0.12
C (-26.83, -25.21, 32.07)  -0.09
C (-27.65, -26.51, 32.38)  -0.25
C (-27.03, -27.47, 33.41)  -0.16
C (-26.32, -26.66, 34.49)  -0.23
N (-25.78, -26.03, 35.30)  0.13
H (-27.29, -24.75, 31.19)  0.06
H (-25.82, -25.45, 31.75)  0.08
H (-26.98, -24.48, 32.87)  0.07
H (-27.61, -27.05, 31.44)  0.08
H (-28.63, -26.22, 32.75)  0.10
H (-26.18, -27.97, 32.94)  0.11
H (-27.66, -28.22, 33.89)  0.09
C (-29.86, -33.43, 27.41)  -0.10
C (-29.63, -32.81, 25.97)  -0.25
C (-29.10, -33.81, 24.97)  -0.20
C (-27.76, -34.37, 25.16)  -0.21
N (-26.72, -34.83, 25.41)  0.15
H (-30.57, -32.86, 28.01)  0.03
H (-28.91, -33.60, 27.92)  0.07
H (-30.28, -34.41, 27.21)  0.07
H (-29.00, -31.93, 26.13)  0.10
H (-30.60, -32.58, 25.53)  0.09
H (-29.00, -33.23, 24.05)  0.11
H (-29.86, -34.57, 24.82)  0.13
C (-30.41, -36.43, 32.50)  -0.10
C (-30.54, -35.95, 31.05)  -0.26
C (-31.62, -34.89, 30.79)  -0.17
C (-33.01, -35.23, 31.35)  -0.21
N (-33.99, -35.54, 31.88)  0.13
H (-29.72, -35.84, 33.10)  0.07
H (-29.97, -37.42, 32.41)  0.07
H (-31.41, -36.37, 32.94)  0.06
H (-30.73, -36.86, 30.49)  0.10
H (-29.58, -35.62, 30.65)  0.11
H (-31.68, -34.77, 29.71)  0.08
H (-31.43, -33.90, 31.19)  0.11
C (-25.25, -32.59, 23.75)  -0.10
C (-24.83, -31.75, 22.49)  -0.23
C (-24.34, -30.30, 22.68)  -0.19
C (-25.02, -29.52, 23.70)  -0.21
N (-25.65, -28.99, 24.52)  0.16
H (-24.50, -32.45, 24.53)  0.07
H (-25.25, -33.66, 23.53)  0.06
H (-26.13, -32.15, 24.22)  0.05
H (-25.68, -31.82, 21.81)  0.09
H (-23.98, -32.22, 22.00)  0.10
H (-24.29, -29.76, 21.74)  0.12
H (-23.30, -30.36, 23.02)  0.12
C (-30.00, -23.69, 27.37)  -0.09
C (-30.12, -23.54, 25.83)  -0.25
C (-29.02, -24.20, 25.07)  -0.22
C (-27.69, -23.55, 25.23)  -0.22
N (-26.63, -23.13, 25.37)  0.14
H (-30.58, -22.91, 27.87)  0.06
H (-29.03, -23.54, 27.85)  0.08
H (-30.32, -24.69, 27.66)  0.06
H (-30.17, -22.49, 25.53)  0.11
H (-31.00, -23.99, 25.37)  0.10
H (-29.23, -24.21, 24.00)  0.11
H (-28.92, -25.22, 25.44)  0.11
C (-33.58, -27.15, 25.36)  -0.12
C (-34.82, -27.82, 24.84)  -0.21
C (-35.06, -29.17, 25.71)  -0.16
C (-33.95, -30.06, 25.69)  -0.23
N (-33.06, -30.84, 25.67)  0.17
H (-32.68, -27.75, 25.20)  0.04
H (-33.67, -27.13, 26.44)  0.06
H (-33.48, -26.10, 25.06)  0.07
H (-34.83, -28.09, 23.78)  0.11
H (-35.64, -27.11, 24.98)  0.09
H (-35.80, -29.74, 25.15)  0.11
H (-35.43, -28.91, 26.71)  0.10
C (-25.74, -29.56, 28.96)  -0.10
C (-24.69, -28.68, 28.28)  -0.27
C (-23.59, -29.33, 27.52)  -0.21
C (-22.54, -29.98, 28.28)  -0.23
N (-21.73, -30.49, 28.91)  0.14
H (-26.36, -29.98, 28.16)  0.06
H (-26.40, -28.96, 29.59)  0.06
H (-25.40, -30.43, 29.53)  0.08
H (-24.35, -28.04, 29.10)  0.11
H (-25.20, -27.96, 27.63)  0.10
H (-23.18, -28.62, 26.80)  0.12
H (-23.97, -30.12, 26.86)  0.11
C (-29.81, -28.65, 24.65)  -0.06
C (-29.00, -27.71, 23.68)  -0.21
C (-28.85, -28.18, 22.18)  -0.18
C (-28.70, -29.62, 21.93)  -0.23
N (-28.55, -30.77, 21.75)  0.14
H (-29.62, -28.38, 25.69)  0.05
H (-29.58, -29.68, 24.40)  0.06
H (-30.88, -28.62, 24.42)  0.05
H (-27.97, -27.63, 24.03)  0.07
H (-29.38, -26.71, 23.47)  0.08
H (-27.99, -27.74, 21.69)  0.11
H (-29.69, -27.87, 21.56)  0.11
C (-30.37, -28.07, 30.08)  -0.10
C (-30.86, -28.88, 28.87)  -0.22
C (-30.00, -30.00, 28.13)  -0.15
C (-29.47, -30.81, 29.18)  -0.30
N (-29.10, -31.48, 29.99)  0.19
H (-30.27, -28.65, 31.00)  0.07
H (-31.14, -27.33, 30.27)  0.06
H (-29.45, -27.54, 29.84)  0.06
H (-31.11, -28.17, 28.08)  0.09
H (-31.78, -29.33, 29.24)  0.10
H (-29.24, -29.54, 27.50)  0.10
H (-30.69, -30.58, 27.51)  0.09
C (-31.84, -23.97, 30.80)  -0.11
C (-32.61, -22.71, 31.06)  -0.26
C (-33.62, -22.79, 32.22)  -0.15
C (-34.37, -24.09, 32.41)  -0.20
N (-34.92, -25.12, 32.46)  0.15
H (-31.10, -23.65, 30.07)  0.06
H (-32.56, -24.76, 30.56)  0.06
H (-31.34, -24.30, 31.71)  0.08
H (-33.10, -22.50, 30.11)  0.11
H (-31.95, -21.87, 31.21)  0.11
H (-34.45, -22.13, 31.95)  0.12
H (-33.27, -22.74, 33.24)  0.12
C (-37.88, -26.31, 28.89)  -0.09
C (-36.48, -26.20, 28.29)  -0.25
C (-35.41, -26.65, 29.25)  -0.23
C (-35.43, -28.04, 29.55)  -0.22
N (-35.38, -29.22, 29.81)  0.15
H (-38.21, -27.31, 29.18)  0.08
H (-38.63, -25.78, 28.30)  0.07
H (-38.01, -25.78, 29.83)  0.07
H (-36.16, -25.21, 27.98)  0.11
H (-36.46, -26.73, 27.33)  0.09
H (-35.42, -26.08, 30.17)  0.09
H (-34.41, -26.53, 28.85)  0.11
C (-30.15, -30.29, 35.86)  -0.12
C (-28.76, -30.14, 36.50)  -0.23
C (-28.72, -29.02, 37.59)  -0.18
C (-29.14, -27.68, 37.16)  -0.22
N (-29.46, -26.63, 36.78)  0.15
H (-30.40, -29.26, 35.61)  0.04
H (-30.86, -30.71, 36.56)  0.08
H (-30.20, -30.90, 34.95)  0.06
H (-28.10, -29.93, 35.66)  0.09
H (-28.49, -31.02, 37.09)  0.11
H (-27.67, -28.85, 37.82)  0.11
H (-29.01, -29.36, 38.59)  0.12



Entry 2:
CH3O3PS | ωB97M-V/def2-TZVPD

Properties
- E_tot: -27348.7893 eV
- Energy above the lowest of the compared OMol25 structures with the same formula, charge and spin: 1.8956 eV
- 2S+1: 3
- Lowest unoccupied orbital energy (alpha / beta): 0.80 / -1.85 eV

Each line ends with the Löwdin charge.
Geometry (Å):
C (-0.06, -0.57, 0.31)  -0.48
O (-2.86, 0.19, 0.92)  -0.50
O (-1.09, -0.89, -0.59)  -0.41
O (0.53, 0.53, -0.09)  -0.48
P (-0.26, 1.98, 0.13)  0.87
S (-2.40, 0.04, -0.51)  0.88
H (-0.34, -0.46, 1.39)  0.13
H (0.66, -1.37, 0.24)  0.14
H (-0.34, 2.22, -1.22)  -0.14



Entry 3:
C14H24As2Cl2O9SW | ωB97M-V/def2-TZVPD

Properties
- E_tot: -192690.5217 eV
- Charge: +2
- Energy above the lowest of the compared OMol25 structures with the same formula, charge and spin: 0.6145 eV
- 2S+1: 1
- Lowest unoccupied orbital energy: -7.99 eV

Each line ends with the Löwdin charge.
Geometry (Å):
W (-0.43, -0.27, -0.20)  1.57
O (-1.97, -3.69, -2.16)  -0.29
Cl (-1.42, -3.19, -0.97)  1.06
O (-0.19, -3.81, -0.57)  -0.38
O (-0.95, -1.13, 1.16)  -0.47
O (-0.78, -1.60, -1.49)  -0.64
C (1.68, -2.80, 1.88)  -0.22
As (1.85, -1.47, 0.49)  1.19
C (3.03, -2.25, -0.82)  -0.23
C (2.92, -0.13, 1.45)  -0.35
C (4.30, -0.21, 1.34)  -0.08
C (5.13, 0.62, 2.10)  -0.03
C (4.57, 1.54, 2.97)  -0.03
C (3.19, 1.63, 3.09)  -0.08
C (2.37, 0.82, 2.33)  -0.36
As (0.44, 1.06, 2.39)  1.25
C (0.40, 0.00, 4.28)  0.01
C (-0.05, 2.81, 2.99)  -0.17
H (2.63, -2.84, 2.42)  0.06
H (1.46, -3.77, 1.44)  0.04
H (0.87, -2.53, 2.54)  0.02
H (3.78, -2.83, -0.29)  0.06
H (3.51, -1.47, -1.42)  0.04
H (2.45, -2.91, -1.46)  0.04
H (4.77, -0.92, 0.67)  0.10
H (6.20, 0.54, 2.01)  0.12
H (5.21, 2.19, 3.56)  0.13
H (2.77, 2.37, 3.77)  0.11
H (1.10, 0.68, 4.77)  0.05
H (0.76, -0.98, 4.00)  0.02
H (-0.64, 0.06, 4.55)  0.05
H (0.42, 2.96, 3.96)  0.05
H (-1.13, 2.86, 3.07)  0.06
H (0.30, 3.54, 2.26)  0.07
O (-1.55, 1.09, -1.45)  -0.55
Cl (-2.88, 1.02, -0.62)  1.03
O (-2.36, 1.38, 0.71)  -0.47
O (0.44, 1.23, 0.61)  -0.59
O (-3.14, -0.41, -0.61)  -0.43
O (0.96, 0.28, -1.75)  -0.71
S (1.25, -0.42, -3.12)  1.05
C (2.49, 0.70, -3.84)  -0.27
C (1.86, 1.32, -5.09)  -0.20
C (0.37, 1.47, -4.78)  -0.20
C (-0.06, 0.12, -4.24)  -0.29
H (3.40, 0.14, -4.02)  0.10
H (2.66, 1.43, -3.05)  0.11
H (2.00, 0.66, -5.94)  0.13
H (2.34, 2.27, -5.32)  0.13
H (-0.21, 1.75, -5.66)  0.13
H (0.21, 2.24, -4.02)  0.12
H (-0.11, -0.65, -5.02)  0.12
H (-0.99, 0.10, -3.67)  0.08